Record 1
Entry from OMol25: a single C6H12O molecule (ωB97M-V/def2-TZVPD).

Its multiplicity is 1. The SMILES is CC[C@@]1(C)C[C@H]1O. The energy above the lowest of the compared OMol25 structures with the same formula, charge and spin comes out at 1.396 eV. The calculation puts the total energy at -8462.9580 eV.

CARTESIAN COORDINATES (ANGSTROEM)
C (-1.74154, -0.44450, 1.10605)
C (-0.27170, 0.01273, 1.22264)
C (0.44613, 0.36220, -0.08754)
C (0.45307, 1.80169, -0.61111)
C (1.71546, -0.36658, -0.50521)
C (0.41657, -0.74410, -1.11797)
O (0.02665, -2.03682, -0.73999)
H (-1.83917, -1.38442, 0.55652)
H (-2.40133, 0.28902, 0.62879)
H (-2.14081, -0.64730, 2.10647)
H (0.27533, -0.80309, 1.70638)
H (-0.23896, 0.86536, 1.91167)
H (-0.52047, 2.16782, -0.95295)
H (0.83588, 2.50744, 0.13990)
H (1.14311, 1.88368, -1.46232)
H (2.15768, -1.11343, 0.14700)
H (2.42252, 0.17538, -1.12654)
H (0.16248, -0.46414, -2.13888)
H (-0.91733, -2.14645, -0.91231)

The net atomic charges from Mulliken, expressed in e, are:
1 C -1.08
2 C -0.77
3 C 1.18
4 C -1.46
5 C -1.14
6 C 0.06
7 O -0.55
8 H 0.26
9 H 0.28
10 H 0.36
11 H 0.27
12 H 0.40
13 H 0.31
14 H 0.36
15 H 0.34
16 H 0.27
17 H 0.26
18 H 0.32
19 H 0.33

***

Record 2
Entry from OMol25: a gas-phase ion, C3H10N8O2 (charge +2) in a non-equilibrium geometry (ωB97M-V/def2-TZVPD).

Its multiplicity is 1. Its charge is +2. The SMILES is NC(=[NH2+])N1[C@@H]([NH3+])N=C(N)N1[N+](=O)[O-]. The energy above the lowest of the compared OMol25 structures with the same formula, charge and spin comes out at 0.000 eV. The calculation puts the total energy at -19267.4747 eV.

CARTESIAN COORDINATES (ANGSTROEM)
N (-1.98004, -1.70090, -0.46693)
C (-0.78901, -1.43625, 0.07410)
N (-0.23341, -2.20359, 0.96142)
N (-0.10723, -0.30103, -0.26376)
C (-0.60207, 0.96427, -0.84988)
N (-1.93676, 1.24960, 0.01558)
N (0.35403, 1.93834, -0.62723)
C (1.32843, 1.40388, 0.04994)
N (2.35481, 2.08089, 0.58073)
N (1.11928, -0.00750, 0.25511)
N (2.34198, -0.88167, -0.25559)
O (3.36394, -0.40170, 0.01001)
O (1.87116, -1.80535, -0.72883)
H (-2.28306, -1.29378, -1.39003)
H (-2.68644, -2.45390, -0.29758)
H (0.65794, -1.94492, 1.30758)
H (-0.62165, -3.01835, 1.18620)
H (-1.00727, 0.82970, -1.82710)
H (-2.07595, 2.32448, 0.10849)
H (-1.80933, 0.94822, 0.95675)
H (-2.90154, 1.03276, -0.37554)
H (2.54810, 3.02020, 0.28918)
H (3.09409, 1.65661, 1.28736)

The net atomic charges from Mulliken, expressed in e, are:
1 N -0.42
2 C 0.70
3 N -0.20
4 N 0.38
5 C -0.06
6 N -0.41
7 N -0.63
8 C 0.27
9 N -0.34
10 N -0.56
11 N 1.17
12 O -0.52
13 O -0.47
14 H 0.27
15 H 0.27
16 H 0.23
17 H 0.16
18 H 0.46
19 H 0.43
20 H 0.32
21 H 0.36
22 H 0.28
23 H 0.31

***

Record 3
Entry from OMol25: 13 unconnected molecules or ions with the total composition C52H100F18O19 in a non-equilibrium geometry (ωB97M-V/def2-TZVPD).

Its multiplicity is 1. The calculation puts the total energy at -143361.5923 eV.

CARTESIAN COORDINATES (ANGSTROEM)
C (1.78852, -6.71054, -5.76822)
C (1.37409, -5.27841, -5.99424)
O (2.08802, -4.37612, -5.21489)
C (1.50085, -4.18737, -3.93427)
C (2.50987, -3.40900, -3.10336)
H (2.85410, -6.78678, -5.98229)
H (1.46303, -6.95324, -4.75267)
H (1.29051, -7.34710, -6.48750)
H (1.57269, -4.97858, -7.01429)
H (0.29209, -5.09410, -5.83924)
H (0.54790, -3.64727, -4.02502)
H (1.30678, -5.15662, -3.44621)
H (2.04213, -3.05656, -2.19193)
H (2.73536, -2.49936, -3.67328)
H (3.41336, -3.97563, -2.97592)
C (0.29065, -7.96459, -1.74110)
C (1.65512, -7.35859, -1.29688)
O (1.28055, -6.13856, -0.74117)
C (2.32666, -5.39296, -0.18449)
C (1.69356, -4.11597, 0.34791)
H (0.40848, -8.96266, -2.20021)
H (-0.26071, -8.10163, -0.78068)
H (-0.31138, -7.28125, -2.35719)
H (2.11377, -7.90006, -0.47698)
H (2.26044, -7.27699, -2.22016)
H (2.84131, -5.98254, 0.59590)
H (3.10982, -5.17544, -0.91389)
H (1.15752, -4.36761, 1.28214)
H (1.00100, -3.68782, -0.41264)
H (2.40958, -3.31763, 0.56289)
C (4.40712, 0.26833, -2.64956)
C (4.24590, 1.73347, -2.29136)
O (4.45010, 2.64173, -3.42795)
C (4.00977, 3.96276, -3.26173)
C (4.15011, 4.72337, -4.61253)
H (5.44850, 0.05210, -2.88280)
H (4.08688, -0.29374, -1.76045)
H (3.80634, 0.02564, -3.54714)
H (3.22565, 1.95077, -1.92267)
H (4.88740, 2.05637, -1.51418)
H (3.00461, 4.04702, -2.92484)
H (4.60744, 4.46367, -2.48271)
H (3.63421, 5.68706, -4.49668)
H (3.69642, 4.14341, -5.41720)
H (5.20434, 4.95452, -4.84247)
C (-2.64969, -1.85456, 4.42529)
C (-1.50230, -2.56751, 3.69285)
O (-0.25540, -2.06772, 4.07736)
C (0.84745, -2.37984, 3.22093)
C (2.07873, -1.63375, 3.70909)
H (-2.65888, -0.82539, 4.11345)
H (-3.66311, -2.32739, 4.20021)
H (-2.51327, -1.82669, 5.49533)
H (-1.60208, -3.64325, 3.89523)
H (-1.61083, -2.45538, 2.63047)
H (0.97222, -3.46704, 3.27017)
H (0.55022, -2.18013, 2.16898)
H (2.22330, -1.74661, 4.79143)
H (1.99203, -0.58383, 3.40159)
H (3.00351, -2.05604, 3.25699)
C (-3.78458, 4.94486, 1.08978)
C (-2.93392, 5.30572, -0.12388)
O (-2.23527, 4.14139, -0.54236)
C (-1.46895, 4.30096, -1.71893)
C (-0.42743, 3.17574, -1.88031)
H (-3.15530, 4.51209, 1.83305)
H (-4.19601, 5.85263, 1.56007)
H (-4.54862, 4.21771, 0.84517)
H (-3.56622, 5.71131, -0.93339)
H (-2.25887, 6.08305, 0.15699)
H (-2.16849, 4.43457, -2.64120)
H (-0.87521, 5.19084, -1.64868)
H (-0.88199, 2.19511, -2.05038)
H (0.22269, 3.20495, -1.02173)
H (0.07864, 3.36327, -2.86238)
C (8.08214, 1.19087, -1.64485)
C (7.86068, 0.06840, -0.70331)
O (6.96368, 0.52857, 0.27463)
C (6.50740, -0.44261, 1.20572)
C (5.50446, 0.15088, 2.18541)
H (7.14016, 1.56127, -2.03438)
H (8.61342, 2.00237, -1.20087)
H (8.73094, 0.86348, -2.46998)
H (7.42570, -0.78886, -1.23522)
H (8.79873, -0.21834, -0.26510)
H (5.92144, -1.21433, 0.69075)
H (7.39546, -0.85400, 1.68827)
H (5.28404, -0.60343, 2.93923)
H (4.59433, 0.40034, 1.66105)
H (5.92022, 1.05867, 2.70017)
C (1.46486, -0.41758, -0.58522)
C (0.22232, -0.09583, 0.20515)
O (0.61171, 0.28620, 1.48898)
C (-0.51084, 0.63373, 2.37508)
C (-1.10685, 2.05890, 2.08984)
H (2.07385, 0.49673, -0.54697)
H (2.00653, -1.22674, -0.09033)
H (1.19063, -0.72500, -1.59940)
H (-0.33116, 0.70843, -0.29145)
H (-0.43231, -0.98468, 0.33495)
H (-1.33287, -0.12960, 2.20174)
H (-0.12536, 0.44329, 3.41152)
H (-1.43299, 2.28202, 1.05499)
H (-0.39533, 2.86451, 2.36248)
H (-2.03966, 2.12244, 2.67951)
C (-1.16519, 1.08893, 7.56371)
C (-0.64193, 1.07563, 6.18795)
O (-0.68152, 2.44949, 5.66479)
C (-1.80146, 2.94073, 5.17268)
O (-2.88278, 2.40782, 5.07973)
C (-1.59086, 4.46902, 4.82760)
F (-1.35701, 5.11605, 5.99358)
F (-0.58198, 4.68370, 4.00109)
F (-2.75148, 4.95419, 4.32315)
H (-2.22294, 1.21415, 7.59552)
H (-0.64654, 1.79832, 8.19526)
H (-1.00297, 0.07717, 7.99936)
H (-1.31528, 0.56266, 5.50238)
H (0.36570, 0.81175, 6.04965)
C (-3.19812, 1.63027, -6.31773)
C (-2.75177, 0.17773, -6.39085)
O (-1.33651, 0.01612, -6.02086)
C (-0.90649, 0.35632, -4.84371)
O (-1.51757, 0.75376, -3.90139)
C (0.66100, 0.18643, -4.82362)
F (0.92909, -0.92867, -4.18996)
F (1.16559, 0.25016, -6.04874)
F (1.24782, 1.15188, -4.04427)
H (-2.65324, 2.24704, -7.06610)
H (-3.13230, 2.05295, -5.30005)
H (-4.23867, 1.68754, -6.64921)
H (-2.85489, -0.22810, -7.37087)
H (-3.28103, -0.48715, -5.69276)
C (7.25217, 4.41033, 4.48733)
C (6.21455, 4.47541, 5.58562)
O (4.94311, 3.99297, 5.01332)
C (4.17709, 3.29532, 5.77605)
O (4.37080, 3.02159, 6.93728)
C (2.89155, 2.79551, 5.05397)
F (2.21578, 3.66711, 4.35987)
F (3.17114, 1.72234, 4.32469)
F (2.00888, 2.37954, 6.03197)
H (8.16697, 4.83701, 4.83918)
H (6.83366, 4.90183, 3.62277)
H (7.42620, 3.34844, 4.25178)
H (5.97867, 5.47206, 5.95419)
H (6.36105, 3.77732, 6.42481)
C (-5.95849, 2.46943, 3.84248)
C (-4.94271, 1.55217, 3.22794)
O (-5.62230, 0.34731, 2.76861)
C (-4.87611, -0.47981, 2.13058)
O (-3.72572, -0.37031, 1.85689)
C (-5.74418, -1.66913, 1.55039)
F (-5.05126, -2.77754, 1.42134)
F (-6.75399, -1.95553, 2.41073)
F (-6.23527, -1.37523, 0.35134)
H (-5.48997, 3.46691, 3.97174)
H (-6.20922, 2.14108, 4.85198)
H (-6.81318, 2.55095, 3.19858)
H (-4.14558, 1.20687, 3.88451)
H (-4.40078, 1.93566, 2.36706)
C (-6.30352, -3.45098, -3.24765)
C (-5.50840, -2.23207, -2.98852)
O (-4.27656, -2.59670, -2.32668)
C (-3.14290, -2.59627, -2.98949)
O (-2.99861, -2.36158, -4.16178)
C (-1.86491, -2.81136, -2.07590)
F (-2.10240, -2.66174, -0.77422)
F (-1.37167, -4.02742, -2.35336)
F (-1.00636, -1.92880, -2.45574)
H (-5.81051, -4.08931, -3.98034)
H (-7.29726, -3.21350, -3.67560)
H (-6.43172, -3.97776, -2.31496)
H (-5.95692, -1.56523, -2.31199)
H (-5.23066, -1.66447, -3.87043)
C (-3.46537, 0.79064, -0.90422)
C (-4.27035, 1.67148, -1.84897)
O (-5.74080, 1.30819, -1.74392)
C (-6.23325, 1.44015, -0.55334)
O (-5.70399, 1.99951, 0.38359)
C (-7.73951, 0.93753, -0.41158)
F (-8.57131, 1.97185, -0.67433)
F (-7.98720, 0.02982, -1.32729)
F (-7.95530, 0.48117, 0.80577)
H (-2.41596, 0.73502, -1.18724)
H (-3.87369, -0.22953, -0.96038)
H (-3.52183, 1.09016, 0.14039)
H (-4.14917, 1.60842, -2.92513)
H (-4.20759, 2.71261, -1.57940)

Atomic partial charges in e from the Mulliken method, atoms 1 to 99:
1 C -0.81
2 C -0.31
3 O -0.47
4 C 0.80
5 C -0.72
6 H 0.25
7 H 0.04
8 H 0.40
9 H 0.36
10 H 0.24
11 H -0.03
12 H -0.17
13 H -0.35
14 H 0.21
15 H 0.56
16 C -1.20
17 C -0.35
18 O -0.19
19 C -0.83
20 C 0.27
21 H 0.36
22 H 0.39
23 H 0.19
24 H 0.47
25 H 0.23
26 H 0.50
27 H 0.26
28 H 0.23
29 H -0.49
30 H 0.22
31 C -0.97
32 C -0.17
33 O -0.42
34 C 0.00
35 C -1.24
36 H 0.52
37 H -0.01
38 H 0.24
39 H 0.01
40 H 0.61
41 H 0.05
42 H 0.34
43 H 0.39
44 H 0.29
45 H 0.31
46 C -0.61
47 C 0.03
48 O -0.35
49 C 0.81
50 C -1.31
51 H -0.35
52 H 0.27
53 H 0.48
54 H 0.54
55 H -0.21
56 H 0.72
57 H -0.75
58 H 0.37
59 H 0.09
60 H 0.39
61 C -0.28
62 C -0.60
63 O 0.04
64 C -0.97
65 C 0.03
66 H -0.29
67 H 0.50
68 H -0.01
69 H 0.30
70 H 0.45
71 H 0.22
72 H 0.48
73 H -0.55
74 H 0.33
75 H 0.35
76 C -1.09
77 C -0.28
78 O -0.24
79 C -0.47
80 C -0.51
81 H 0.11
82 H 0.39
83 H 0.36
84 H 0.28
85 H 0.43
86 H 0.25
87 H 0.32
88 H 0.37
89 H 0.08
90 H 0.07
91 C 0.02
92 C 1.78
93 O -0.56
94 C 1.54
95 C 1.06
96 H -0.09
97 H 0.00
98 H -0.46
99 H -0.89

***

Record 4
Entry from OMol25: a single C6H9B molecule in a non-equilibrium geometry (ωB97M-V/def2-TZVPD).

Its multiplicity is 1. The SMILES is CB1C[C@]12C=C2C. The energy above the lowest of the compared OMol25 structures with the same formula, charge and spin comes out at 3.297 eV. The calculation puts the total energy at -7039.5363 eV.

CARTESIAN COORDINATES (ANGSTROEM)
C (-2.56617, -0.48123, -0.88453)
B (-1.37222, 0.11898, -0.09717)
C (-0.87747, 0.61220, 1.24344)
C (0.12672, 0.59340, 0.02804)
C (1.36750, 1.44411, -0.41648)
C (1.53525, 0.21362, -0.01584)
C (2.40922, -0.91322, 0.00712)
H (-2.51948, -0.37467, -1.92212)
H (-3.46565, -0.28384, -0.39565)
H (-2.30143, -1.56156, -0.71331)
H (-1.23029, 1.51637, 1.73925)
H (-0.61180, -0.04054, 2.09869)
H (1.62730, 2.45193, -0.75305)
H (3.31423, -0.42971, -0.25103)
H (2.02957, -1.56667, -0.71056)
H (2.53472, -1.29916, 1.04321)

The net atomic charges from Mulliken, expressed in e, are:
1 C -0.88
2 B 0.13
3 C -0.86
4 C 0.27
5 C -0.54
6 C 0.16
7 C -1.01
8 H 0.34
9 H 0.31
10 H 0.26
11 H 0.28
12 H 0.25
13 H 0.38
14 H 0.34
15 H 0.32
16 H 0.27